1.
2 unconnected molecules or ions with the total composition C4H14N2O at a distorted geometry, computed with the ωB97M-V functional and the def2-TZVPD basis.

```
21
C4H14N2O, DFT the ωB97M-V functional and the def2-TZVPD basis
C -0.81907 -0.31909 0.40005
C 0.42120 0.36833 -0.28616
C 0.20637 1.88695 -0.11952
C 2.26385 3.09646 -0.04561
N 1.31955 2.65001 -0.77752
N -0.60881 -1.81634 0.25265
H -0.96647 -0.02468 1.44396
H -1.74197 -0.01128 -0.07769
H 1.37316 0.11565 0.18100
H 0.31660 0.12533 -1.34395
H -0.74929 2.24145 -0.50112
H 0.11735 2.08977 0.94600
H 2.35841 2.74340 0.97682
H 2.95064 3.83116 -0.46507
H 1.17473 2.80532 -1.77019
H 0.27444 -1.99323 0.72388
H -0.40182 -2.06299 -0.71719
H -1.45795 -2.39916 0.49472
H -2.79779 -4.34908 0.28765
H -1.35197 -4.88896 0.16592
O -1.88117 -4.08902 0.23135
```

Summary:
**Total charge**: +2
**E_HOMO**: -18.82 eV
**Relative energy (zero: lowest compared OMol25 entry of this formula, charge and spin)**: 15.6 kcal per mole
**LUMO energy**: -8.26 eV

2.
3 unconnected molecules or ions with the total composition C4H14N2O2 at a distorted geometry, computed with the ωB97M-V functional and the def2-TZVPD basis.

```
22
C4H14N2O2, DFT the ωB97M-V functional and the def2-TZVPD basis
C 0.65719 1.66351 -1.91147
C 0.40764 0.17166 -2.04893
C -0.96745 -0.26399 -1.48242
N 0.13151 -2.27983 0.35804
C -0.58338 -1.17450 0.66106
N -1.01097 -0.19493 -0.03345
H -0.21727 2.23719 -2.18355
H 0.84890 1.87432 -0.85696
H 1.54158 2.02282 -2.43506
H 0.54509 -0.25014 -3.05068
H 1.12601 -0.36465 -1.43247
H -1.07086 -1.30741 -1.79897
H -1.75367 0.38370 -1.86085
H 0.57838 -2.78056 1.11245
H 0.39796 -2.51001 -0.58183
H -0.71647 -1.09432 1.74542
H 0.97172 0.12302 2.97218
H 0.23953 -0.73631 3.99067
O 1.09706 -0.63710 3.56321
H -0.40043 2.40227 1.92408
H -0.97230 1.14227 1.23376
O -0.84976 1.57301 2.11578
```

Summary:
**Total charge**: -1
**E_HOMO (spin up / spin down)**: 1.06 / -5.36 eV
**Relative energy (zero: lowest compared OMol25 entry of this formula, charge and spin)**: 0.0 kcal per mole
**Multiplicity**: 2
**LUMO energy (spin up / spin down)**: 3.73 / 3.53 eV

3.
2 unconnected molecules or ions with the total composition C4H14N2O2 at a distorted geometry, computed with the ωB97M-V functional and the def2-TZVPD basis.

```
22
C4H14N2O2, DFT the ωB97M-V functional and the def2-TZVPD basis
N 1.11190 1.51203 2.75186
C 1.22558 0.23592 1.98995
C 1.69357 0.55663 0.50106
N 1.30496 -0.46438 -0.47434
C 0.04864 -0.03655 -1.26575
C 0.24888 -0.55513 -2.80627
O 0.48312 0.60097 -3.52638
H 1.16432 1.10735 -3.01120
H 0.19998 1.55646 3.32644
H 1.86996 1.72942 3.46972
H 2.03348 -0.46282 2.35628
H 0.26070 -0.38387 1.96919
H 2.79854 0.48724 0.50333
H 1.21349 1.62729 0.20386
H 1.13184 -1.34265 -0.00149
H -0.06134 1.00470 -1.31114
H -0.86735 -0.63219 -0.85889
H 1.00202 -1.17135 -2.79384
H -0.63804 -1.10429 -3.14256
H -5.64179 -2.30612 2.10974
H -4.85404 -1.30687 2.97046
O -4.96183 -1.51861 1.99556
```

Summary:
**Total charge**: -1
**E_HOMO (spin up / spin down)**: 1.09 / -6.02 eV
**Relative energy (zero: lowest compared OMol25 entry of this formula, charge and spin)**: 63.9 kcal per mole
**Multiplicity**: 2
**LUMO energy (spin up / spin down)**: 3.07 / 3.02 eV

4.
3 unconnected molecules or ions with the total composition C4H14N2O2 at a distorted geometry, computed with the ωB97M-V functional and the def2-TZVPD basis.

```
22
C4H14N2O2, DFT the ωB97M-V functional and the def2-TZVPD basis
C -0.90294 3.03561 -0.53578
O 1.26678 -2.76935 0.53048
C -0.41238 1.73614 -0.25895
C 0.58499 1.02446 -1.23761
C 1.00242 -0.22423 -0.57402
N 1.34174 -0.16246 0.86985
N -1.65261 0.70271 -0.11980
H -1.98543 3.19869 -0.68100
H -0.35981 3.82461 -0.06695
H 1.38959 -3.63924 0.92648
H 0.06561 1.57788 0.72115
H -0.00219 1.21792 -2.14583
H 1.49864 1.60741 -1.40913
H 0.31789 -1.06671 -0.73568
H 1.93262 -0.52490 -1.14748
H 2.34096 0.01384 0.88878
H 1.30496 -1.23387 1.07369
H -2.26083 1.32396 -0.75058
H -0.32253 -2.49203 0.66744
H -1.45063 -1.47188 0.34800
H -1.93690 0.72519 0.86487
O -1.29021 -2.25754 0.87927
```

Summary:
**E_HOMO**: -7.68 eV
**Relative energy (zero: lowest compared OMol25 entry of this formula, charge and spin)**: 179.7 kcal per mole
**LUMO energy**: -4.03 eV

5.
3 unconnected molecules or ions with the total composition C4H14N2O2 at a distorted geometry, computed with the ωB97M-V functional and the def2-TZVPD basis.

```
22
C4H14N2O2, DFT the ωB97M-V functional and the def2-TZVPD basis
C 0.56261 0.32706 -2.23996
C 0.99129 1.48994 -1.28759
C 0.36048 1.29522 0.06166
N -0.95307 1.73287 0.18420
C 0.96514 0.75477 1.13857
N 0.34634 0.41979 2.36759
H -0.04394 -0.38587 -1.67535
H 1.49932 -0.16106 -2.47836
H 0.08253 0.60610 -3.17417
H 0.64904 2.45049 -1.68838
H 2.07999 1.55860 -1.33341
H -1.57384 1.85674 -0.59544
H -1.16082 2.23618 1.02777
H 2.04303 0.66861 1.17352
H -0.65036 0.26775 2.27984
H 0.74261 -0.45496 2.68990
O -0.69683 -2.36329 -0.60039
H -0.07154 -1.63279 -0.49490
H -0.15986 -3.15038 -0.55425
O -1.61892 -2.67701 2.08866
H -2.24504 -1.99563 1.87363
H -1.14815 -2.84313 1.23685
```

Summary:
**SMILES**: CC/C(N)=C/N.O.O
**E_HOMO**: -7.41 eV
**Relative energy (zero: lowest compared OMol25 entry of this formula, charge and spin)**: 26.2 kcal per mole
**LUMO energy**: 0.66 eV

6.
A molecular structure, C4H14N2O2 at a distorted geometry, computed with the ωB97M-V functional and the def2-TZVPD basis.

```
22
C4H14N2O2, DFT the ωB97M-V functional and the def2-TZVPD basis
N -0.38433 1.53161 -0.67279
C -0.57606 -0.45575 0.27503
C 0.18597 -1.66154 -0.17034
C 1.59256 -1.68788 0.37013
O 2.31828 -0.75954 -0.42663
C -2.10720 -0.44177 0.03654
N -2.85873 0.86365 0.07566
H -0.12187 0.33225 -0.33228
H 0.12266 1.76049 -1.53389
H 1.96624 0.24068 -0.21481
H -0.47606 -0.30598 1.36238
H 0.10391 -1.75130 -1.27722
H -0.40017 -2.52006 0.33437
H 1.57081 -1.59545 1.42059
H 2.04630 -2.70959 0.12274
H -2.51882 -1.04728 0.95313
H -2.33557 -0.99400 -0.90754
H -3.42232 0.82763 -0.79475
H -2.02030 1.47465 -0.15251
H 0.36193 1.91868 -0.05848
H 1.84804 2.94689 0.35100
O 1.60734 2.02670 0.65651
```

Summary:
**E_HOMO**: -8.77 eV
**Relative energy (zero: lowest compared OMol25 entry of this formula, charge and spin)**: 188.8 kcal per mole
**LUMO energy**: -2.96 eV

7.
3 unconnected molecules or ions with the total composition C4H14N2O2 at a distorted geometry, computed with the ωB97M-V functional and the def2-TZVPD basis.

```
22
C4H14N2O2, DFT the ωB97M-V functional and the def2-TZVPD basis
C -2.45215 1.25953 0.81181
N -1.84093 1.51775 -0.24273
C -0.65104 0.85475 -0.83263
C -0.74659 -0.27262 -1.87128
C 0.54382 -1.03493 -2.08221
N 1.80486 -0.26357 -1.99404
H -3.42326 1.62391 0.92420
H -2.12348 0.57051 1.65615
H -0.31021 1.85614 -1.33492
H 0.06533 0.57893 -0.03817
H -0.93799 0.33161 -2.76171
H -1.59738 -0.99939 -1.69268
H 0.39873 -1.47574 -3.12222
H 0.52494 -1.94968 -1.48417
H 2.33492 -0.84684 -1.31108
H 1.73781 0.65376 -1.57711
O 2.42820 -0.45742 3.31614
H 2.20573 -1.37020 3.04338
H 2.06086 -0.03165 2.47503
O 0.00903 -1.03666 1.76616
H -0.37703 -0.70717 2.57399
H 0.12402 -0.29383 1.20607
```

Summary:
**SMILES**: C=NCCCN.O.O
**E_HOMO**: -9.42 eV
**Relative energy (zero: lowest compared OMol25 entry of this formula, charge and spin)**: 69.1 kcal per mole
**LUMO energy**: 0.43 eV

8.
A molecular structure, C4H14N2O2Si at a distorted geometry, computed with the ωB97M-V functional and the def2-TZVPD basis.

```
23
C4H14N2O2Si, DFT the ωB97M-V functional and the def2-TZVPD basis
C 1.33182 0.25547 0.24887
C 0.28039 1.18284 0.97289
C 0.76759 -1.08201 0.35481
C -1.13762 1.17949 0.30098
N 1.51552 -2.01342 -0.64543
N -1.01755 1.88700 -1.00217
O -1.92372 -1.04352 -1.27780
O -2.42341 -0.96174 1.50063
Si -1.54351 -0.67276 0.22137
H 1.54653 0.54520 -0.74984
H 2.37248 0.35208 0.70017
H 0.21461 0.68989 1.93967
H 0.62482 2.20471 1.01561
H 0.90733 -1.50299 1.33694
H -1.84816 1.73300 1.00608
H 2.36719 -1.59727 -1.17177
H 0.71557 -2.21140 -1.30151
H 1.79628 -2.84155 -0.15472
H -1.97979 2.25667 -1.30844
H -0.71765 1.16955 -1.62070
H -0.31200 2.60963 -0.81794
H -2.40191 -1.78317 -1.61183
H -3.14714 -1.65539 1.71605
```

Summary:
**Total charge**: +2
**E_HOMO**: -17.34 eV
**Relative energy (zero: lowest compared OMol25 entry of this formula, charge and spin)**: 0.0 kcal per mole
**LUMO energy**: -6.76 eV

9.
5 unconnected molecules or ions with the total composition C4H14N2O4 at a distorted geometry, computed with the ωB97M-V functional and the def2-TZVPD basis.

```
24
C4H14N2O4, DFT the ωB97M-V functional and the def2-TZVPD basis
C 0.65440 -1.28200 3.13241
C 0.79388 -0.88179 1.73433
C 1.37158 0.25785 1.16050
N 1.26014 0.19785 -0.21923
C 0.67603 -0.97752 -0.50943
N 0.35989 -1.66964 0.66531
H 1.63894 -1.46035 3.65969
H 0.10386 -0.52584 3.73100
H 0.14036 -2.26525 3.27114
H 1.85909 1.09275 1.70488
H 0.46458 -1.36162 -1.53519
H -0.02650 -2.56072 0.72093
O -2.19483 0.64359 0.31258
H -2.51860 0.70130 1.20141
H -1.51010 -0.02297 0.31422
O -0.81096 -0.84567 -3.16469
H -0.39213 0.03178 -3.04814
H -1.13594 -0.87066 -4.01626
O -0.80708 2.66396 -0.82400
H -1.43100 1.98695 -0.49970
H -0.01141 2.50007 -0.31880
O 0.46459 1.49025 -2.86470
H 1.17096 1.13292 -2.31155
H -0.11974 2.02478 -2.29672
```

Summary:
**SMILES**: Cc1cnc[nH]1.O.O.O.O
**E_HOMO**: -9.00 eV
**Relative energy (zero: lowest compared OMol25 entry of this formula, charge and spin)**: 4.7 kcal per mole
**LUMO energy**: 0.35 eV

10.
3 unconnected molecules or ions with the total composition C4H14N2OS at a distorted geometry, computed with the ωB97M-V functional and the def2-TZVPD basis.

```
22
C4H14N2OS, DFT the ωB97M-V functional and the def2-TZVPD basis
C -1.63563 -0.88563 -0.87180
N 0.29252 0.16959 1.26352
C 1.08557 1.06272 0.38976
C 1.96597 0.25758 -0.58353
S 3.21299 1.35167 -1.22368
C -2.97326 -0.41490 -0.49331
N -3.00492 0.47239 0.87721
H -1.35582 -1.90548 -0.67451
H -1.27199 -0.31931 -1.72862
H -0.48186 -0.05535 0.62725
H 0.46132 1.69766 -0.23986
H 1.77186 1.61488 1.03893
H 1.29917 -0.23235 -1.30187
H 2.52041 -0.47019 0.11194
H 3.36278 0.87507 -2.45270
H -3.73227 -1.20001 -0.34363
H -3.50728 0.39730 -0.97432
H -2.27262 0.08702 1.46281
H -2.67298 1.34305 0.48153
H 3.30135 -2.00727 1.51248
H 0.88582 -0.62016 1.52924
O 2.74886 -1.21829 1.59314
```

Summary:
**Total charge**: -1
**E_HOMO (spin up / spin down)**: -3.11 / -3.10 eV
**Relative energy (zero: lowest compared OMol25 entry of this formula, charge and spin)**: 50.3 kcal per mole
**Multiplicity**: 2
**LUMO energy (spin up / spin down)**: 3.35 / 2.33 eV

11.
2 unconnected molecules or ions with the total composition C4H14N2OS at a distorted geometry, computed with the ωB97M-V functional and the def2-TZVPD basis.

```
22
C4H14N2OS, DFT the ωB97M-V functional and the def2-TZVPD basis
N -1.65649 -0.26762 1.78341
C -2.07511 1.10416 1.42169
N -1.74150 1.34771 0.06448
C -0.37998 1.76915 -0.34106
C 0.74426 0.63856 -0.55323
C 0.41762 -0.40479 -1.57852
S 1.59868 -0.73626 -2.99207
H -1.75615 -0.82209 0.96797
H -0.77578 -0.54822 2.29169
H -3.23935 1.28211 1.61906
H -1.56808 1.73860 2.12588
H -2.37553 1.21047 -0.76673
H -0.27591 2.51213 -1.26144
H 0.02099 2.57576 0.42832
H 1.80891 0.77011 -0.74952
H 0.60395 0.08077 0.47652
H 0.30977 -1.46541 -1.23184
H -0.55275 0.03226 -2.09934
H 0.70625 -0.97339 -3.96285
O 1.27462 -2.02695 4.44831
H 1.30839 -2.94761 4.32560
H 1.55462 -1.65292 3.49477
```

Summary:
**SMILES**: NCNCCCS.O
**E_HOMO**: -8.48 eV
**Relative energy (zero: lowest compared OMol25 entry of this formula, charge and spin)**: 67.2 kcal per mole
**LUMO energy**: 0.46 eV

12.
2 unconnected molecules or ions with the total composition C4H14N2S at a distorted geometry, computed with the ωB97M-V functional and the def2-TZVPD basis.

```
21
C4H14N2S, DFT the ωB97M-V functional and the def2-TZVPD basis
N 2.16992 2.82804 -0.95056
C 0.75762 2.79330 -0.45570
C 0.19763 1.45569 -0.21348
S 1.16048 0.78702 1.63898
H 2.26772 2.29112 -1.83281
H 2.71177 2.28604 -0.25776
H 0.61039 3.53476 0.34632
H 0.17616 3.19937 -1.29947
H 0.39351 0.68511 -0.96095
H -0.89055 1.46151 0.05029
H -0.04228 -0.26766 1.90644
C -1.78262 -1.79229 -0.53751
C -0.50459 -2.35923 0.00725
N -0.40639 -2.04962 1.48626
H -2.30134 -2.55429 -1.15869
H -2.43985 -1.44380 0.25109
H -1.66552 -0.91568 -1.26780
H -0.47785 -3.41099 -0.13894
H 0.35036 -1.86955 -0.44103
H 0.57064 -1.85657 1.80091
H -0.85519 -2.80228 2.02714
```

Summary:
**SMILES**: NCCS.CCN
**E_HOMO**: -8.66 eV
**Relative energy (zero: lowest compared OMol25 entry of this formula, charge and spin)**: 47.5 kcal per mole
**LUMO energy**: 0.81 eV

Copy entry 8 word for word.
A molecular structure, C4H14N2O2Si at a distorted geometry, computed with the ωB97M-V functional and the def2-TZVPD basis.

```
23
C4H14N2O2Si, DFT the ωB97M-V functional and the def2-TZVPD basis
C 1.33182 0.25547 0.24887
C 0.28039 1.18284 0.97289
C 0.76759 -1.08201 0.35481
C -1.13762 1.17949 0.30098
N 1.51552 -2.01342 -0.64543
N -1.01755 1.88700 -1.00217
O -1.92372 -1.04352 -1.27780
O -2.42341 -0.96174 1.50063
Si -1.54351 -0.67276 0.22137
H 1.54653 0.54520 -0.74984
H 2.37248 0.35208 0.70017
H 0.21461 0.68989 1.93967
H 0.62482 2.20471 1.01561
H 0.90733 -1.50299 1.33694
H -1.84816 1.73300 1.00608
H 2.36719 -1.59727 -1.17177
H 0.71557 -2.21140 -1.30151
H 1.79628 -2.84155 -0.15472
H -1.97979 2.25667 -1.30844
H -0.71765 1.16955 -1.62070
H -0.31200 2.60963 -0.81794
H -2.40191 -1.78317 -1.61183
H -3.14714 -1.65539 1.71605
```

Summary:
**Total charge**: +2
**E_HOMO**: -17.34 eV
**Relative energy (zero: lowest compared OMol25 entry of this formula, charge and spin)**: 0.0 kcal per mole
**LUMO energy**: -6.76 eV